Entry 1:
DFT (ωB97M-V/def2-TZVPD) results for a molecular structure, C43H44BrN11RbSbSe.

Calculated values
LUMO energy ... 0.1393 Eh
Net charge ... -2
Gap between HOMO and LUMO ... 6.21 eV
ΔE to the lowest compared entry with this formula, charge and spin ... 0.000 eV

```
102
Properties=species:S:1:pos:R:3:mulliken_charge:R:1
Rb 2.53417 0.60129 -1.74373 0.72
C 4.71103 2.50404 1.36513 -1.56
C 4.32086 1.05999 1.20323 0.85
C 3.19405 0.54741 1.83796 -0.18
C 2.80060 -0.77856 1.67106 0.07
C 1.60650 -1.31770 2.40795 -0.14
C 3.55306 -1.60047 0.83507 -0.46
C 4.69346 -1.11699 0.19433 0.63
C 5.51704 -2.01109 -0.69462 -1.43
C 5.06248 0.21311 0.38256 -0.44
H 4.19992 2.95056 2.22031 0.36
H 4.45387 3.07117 0.46707 0.25
H 5.78800 2.60026 1.51482 0.43
H 2.60473 1.19379 2.48195 0.44
H 1.19901 -2.19334 1.90100 -0.14
H 0.83044 -0.55588 2.50293 -0.40
H 1.88844 -1.62099 3.42041 0.38
H 3.23893 -2.62996 0.68388 0.46
H 6.46256 -2.26866 -0.21060 0.36
H 5.76241 -1.51083 -1.63389 0.34
H 4.99329 -2.94054 -0.91703 0.18
H 5.91625 0.61820 -0.14996 0.14
C -2.66230 -3.15339 -1.53934 -1.33
C -1.91224 -2.11226 -2.32127 0.72
C -2.54178 -1.28427 -3.24672 -0.20
C -1.81177 -0.35707 -3.96384 -0.47
C -0.44665 -0.29826 -3.72329 -0.12
Br 0.61903 0.89627 -4.74469 -0.16
N 0.17704 -1.04225 -2.83720 -0.22
C -0.54640 -1.93327 -2.14681 0.27
H -3.22985 -3.80391 -2.20837 0.47
H -3.36957 -2.68741 -0.84883 0.12
H -1.97250 -3.77155 -0.96277 0.18
H -3.61199 -1.36753 -3.40606 0.40
H -2.26889 0.30880 -4.68111 0.38
H -0.00877 -2.54796 -1.42771 -0.07
N 2.19102 4.32200 -3.13030 -0.22
C 3.30679 3.48081 -2.94924 0.03
N 3.78252 2.67411 -3.89816 -0.21
N 4.84872 2.09016 -3.33523 -0.51
N 4.98521 2.52312 -2.10630 -0.01
N 4.02310 3.41496 -1.82995 -0.29
C 0.92930 3.84082 -2.75345 0.01
N -0.19442 4.31477 -3.28292 -0.93
N -1.15918 3.59467 -2.69174 -0.35
N -0.63257 2.74693 -1.86370 0.62
N 0.71317 2.87430 -1.87259 -0.30
H 2.14398 4.67241 -4.07579 0.30
C -1.77516 -2.29308 1.78085 -0.98
C -3.19172 -1.79290 1.73155 0.86
C -4.23132 -2.63551 2.12116 -0.60
C -5.55138 -2.20862 2.10143 -0.76
C -5.84824 -0.91802 1.69215 -0.74
C -4.81968 -0.06757 1.30509 -0.72
C -3.49005 -0.48422 1.31671 0.71
Sb -1.90530 0.79702 0.56151 0.13
C -3.17691 2.52582 0.38975 0.95
C -3.28131 3.45861 1.41496 -0.55
C -4.08885 4.58165 1.28376 -0.89
C -4.80481 4.77502 0.11378 -0.74
C -4.70968 3.84615 -0.91225 -0.70
C -3.90214 2.71968 -0.79320 0.96
C -3.80626 1.73296 -1.92059 -1.10
C -1.15880 1.33277 2.52245 0.55
C -1.65076 0.75306 3.68667 -0.75
C -1.09787 1.04561 4.92836 -0.88
C -0.04276 1.93915 5.01252 -0.86
C 0.44417 2.53785 3.85779 -0.29
C -0.09611 2.24690 2.60750 1.12
C 0.45278 2.90840 1.37533 -1.76
H -1.72946 -3.36841 1.95341 0.42
H -1.21936 -1.79900 2.58140 0.25
H -1.23282 -2.09683 0.85192 -0.21
H -3.99445 -3.64675 2.43372 0.39
H -6.34330 -2.88471 2.40219 0.34
H -6.87466 -0.57060 1.67082 0.40
H -5.06080 0.94189 0.99181 0.40
H -2.72367 3.31352 2.33302 0.45
H -4.14909 5.30132 2.09172 0.44
H -5.42978 5.65216 -0.00729 0.34
H -5.25671 4.00497 -1.83486 0.36
H -4.43843 2.03007 -2.75818 0.41
H -4.11466 0.73258 -1.59721 0.25
H -2.77345 1.68464 -2.27097 -0.04
H -2.48208 0.05887 3.63128 0.44
H -1.49113 0.57379 5.82107 0.38
H 0.40271 2.17135 5.97266 0.34
H 1.26671 3.24249 3.92010 0.41
H 1.28279 3.57631 1.60661 0.44
H -0.31208 3.48532 0.84969 0.43
H 0.81635 2.17791 0.64992 0.30
Se 0.62524 -4.69721 0.41780 -0.44
C 1.98012 -5.37115 -0.70945 -0.01
C 2.62954 -4.57873 -1.66855 -0.11
C 3.61594 -5.12029 -2.47322 -0.51
N 4.03168 -6.38839 -2.41546 -0.68
C 3.41891 -7.14341 -1.49877 -0.28
C 2.42286 -6.70202 -0.65070 -0.39
H 2.34700 -3.53858 -1.77444 0.52
H 4.10633 -4.49288 -3.21321 0.38
H 3.75215 -8.17741 -1.44177 0.31
H 1.97768 -7.38131 0.06526 0.34
```

---

Entry 2:
DFT (ωB97M-V/def2-TZVPD) results for a molecular structure, C43H44FeN6O4.

Calculated values
LUMO energy (spin up / spin down) ... -0.1562 / -0.1706 Eh
Multiplicity ... 6
Net charge ... +1
Gap between HOMO and LUMO (spin up / spin down) ... 6.86 / 6.59 eV
ΔE to the lowest compared entry with this formula, charge and spin ... 0.000 eV

```
98
Properties=species:S:1:pos:R:3:mulliken_charge:R:1
Fe -0.30212 -0.64760 0.24003 -0.89
C 0.22665 1.49917 4.47999 -1.33
C -1.14794 1.11977 3.93150 0.97
C -2.19021 1.09088 5.05051 -1.75
C -1.56539 2.06364 2.82060 1.03
C -1.63636 3.42333 3.10151 -0.69
C -2.04245 4.33546 2.14311 -1.66
C -2.41872 3.88801 0.88841 -0.57
C -2.38200 2.53522 0.56921 0.61
C -2.96833 2.06358 -0.74622 2.36
C -2.64383 2.98392 -1.92237 -1.89
C -4.48518 1.89161 -0.60192 -1.52
C -1.91179 1.63109 1.53137 -0.67
N -1.79392 0.23164 1.21153 1.00
C -2.80908 -0.55807 1.69833 0.11
O -3.84080 -0.19217 2.21912 -0.66
C -2.48086 -2.03247 1.58825 -0.03
C -3.20276 -3.08867 2.11176 -0.70
C -2.63535 -4.35941 2.03195 -0.52
C -1.36987 -4.54529 1.47877 -0.78
C -0.72056 -3.43405 0.97403 0.35
N -1.30865 -2.24714 1.00730 1.16
C 0.70714 -3.36340 0.47534 -0.68
O 1.40644 -4.35439 0.48852 -0.67
N 1.05012 -2.09984 0.06833 1.72
C 2.45148 -1.89629 -0.20966 -0.61
C 3.01412 -2.15008 -1.47218 0.58
C 4.37832 -1.90325 -1.63627 -0.97
C 5.17529 -1.44823 -0.60825 -1.60
C 4.60881 -1.22592 0.63421 -0.88
C 3.25538 -1.44290 0.85450 0.92
C 2.72514 -1.25183 2.26581 1.61
C 3.39270 -0.08711 2.99585 -1.81
C 2.91397 -2.53857 3.07996 -1.60
C 2.34104 -2.66219 -2.74785 0.68
C 1.06294 -3.48514 -2.64039 -1.91
C 2.16502 -1.51229 -3.74283 -1.78
H 0.54716 0.78445 5.23779 0.48
H 0.20624 2.48488 4.94437 0.34
H 0.97932 1.52238 3.69072 0.23
H -1.07511 0.10793 3.52232 -0.22
H -2.29198 2.07379 5.51232 0.34
H -1.89303 0.38784 5.82931 0.47
H -3.16652 0.79563 4.66721 0.37
H -1.37775 3.77345 4.09180 0.41
H -2.09355 5.38891 2.38262 0.41
H -2.77634 4.59880 0.15623 0.39
H -2.55737 1.07487 -0.94870 -1.41
H -3.21042 3.91308 -1.86697 0.62
H -2.91715 2.50796 -2.86539 0.36
H -1.58481 3.24872 -1.95615 0.34
H -4.94778 2.84171 -0.33064 0.35
H -4.72734 1.17185 0.17936 0.29
H -4.92880 1.55577 -1.54120 0.44
H -4.15601 -2.89872 2.58380 0.62
H -3.16886 -5.20755 2.43877 0.48
H -0.87508 -5.50536 1.45265 0.61
H 4.82221 -2.10218 -2.60405 0.50
H 6.23145 -1.28129 -0.76771 0.41
H 5.23372 -0.89098 1.44864 0.34
H 1.64487 -1.05383 2.21818 -0.82
H 4.42303 -0.32605 3.25601 0.59
H 2.87140 0.12161 3.92694 0.26
H 3.41444 0.82873 2.39871 0.33
H 3.97851 -2.75880 3.17506 0.37
H 2.44076 -3.39349 2.60144 0.33
H 2.50212 -2.42305 4.08364 0.42
H 3.08640 -3.33279 -3.18619 0.64
H 0.20744 -2.87305 -2.35840 0.20
H 1.16506 -4.29490 -1.92357 0.35
H 0.84768 -3.92521 -3.61525 0.57
H 1.47094 -0.77371 -3.34415 0.64
H 1.76577 -1.87574 -4.69116 0.50
H 3.10963 -1.00673 -3.94107 0.50
O -1.05421 1.62848 -6.49377 -0.63
N -0.23125 2.24460 -5.84886 1.14
O 0.44330 3.15410 -6.26456 -0.66
C -0.02542 1.85824 -4.41691 -1.35
C 0.88791 2.60506 -3.75289 -0.48
C 1.18224 2.35236 -2.37401 1.35
C 2.09797 3.11336 -1.62391 -1.10
C 2.30489 2.80782 -0.30205 -1.35
C 1.60243 1.73660 0.25810 -0.01
N 0.74363 1.00729 -0.43975 1.41
C 0.52038 1.30548 -1.73873 0.09
C -0.43965 0.49714 -2.45804 0.21
N -0.99961 -0.52114 -1.76260 0.76
C -1.89555 -1.29258 -2.34506 -0.37
C -2.28782 -1.09081 -3.66806 -1.56
C -1.72120 -0.07583 -4.39634 -0.87
C -0.74961 0.76140 -3.79875 1.63
H 1.39330 3.40458 -4.27638 0.67
H 2.62762 3.93096 -2.09423 0.55
H 2.99595 3.37099 0.30688 0.58
H 1.74069 1.46312 1.29941 0.23
H -2.31431 -2.09421 -1.74909 0.51
H -3.02928 -1.73917 -4.11009 0.53
H -2.01105 0.08223 -5.41949 0.69
```

---

Entry 3:
DFT (ωB97M-V/def2-TZVPD) results for a molecular structure, C43H44N4O3PdTe at a distorted geometry.

Calculated values
LUMO energy (spin up / spin down) ... -0.1363 / -0.1258 Eh
Multiplicity ... 2
Net charge ... +1
Gap between HOMO and LUMO (spin up / spin down) ... 5.55 / 6.70 eV
ΔE to the lowest compared entry with this formula, charge and spin ... 1.105 eV

```
96
Properties=species:S:1:pos:R:3:mulliken_charge:R:1
Pd -0.12820 -0.29081 -0.30106 0.55
C -4.55372 1.12232 -0.21408 -0.47
O -3.60183 2.22245 -0.32033 -0.45
C -2.40553 1.64278 -0.37982 0.07
N -2.33152 0.37326 -0.41250 0.05
C -3.70186 -0.14443 -0.48095 -0.47
C -4.01548 -1.27904 0.45984 -0.34
C -3.20352 -1.59698 1.54012 0.57
C -3.56377 -2.62448 2.40442 -0.36
C -4.73618 -3.33427 2.19486 -0.81
C -5.54964 -3.02076 1.11370 -0.69
C -5.18956 -1.99803 0.25110 -0.63
C -1.20366 2.49115 -0.54087 0.31
C -1.21435 3.81472 -0.94732 -0.80
C 0.00161 4.41892 -1.24191 -0.46
C 1.17850 3.68684 -1.13270 -0.77
C 1.08924 2.37640 -0.69808 0.08
N -0.07448 1.80862 -0.39078 0.27
C 2.22531 1.44071 -0.54304 -0.15
N 2.03883 0.20821 -0.28743 0.69
C 3.34525 -0.43198 -0.11261 0.62
C 4.31522 0.69198 -0.55456 -0.25
O 3.47327 1.88492 -0.65649 -0.50
C 3.48342 -1.72766 -0.87221 0.15
C 2.67083 -2.02968 -1.95714 -0.27
C 2.82067 -3.23964 -2.62072 -0.68
C 3.78601 -4.14764 -2.21066 -0.55
C 4.60773 -3.84351 -1.13291 -0.76
C 4.45062 -2.64013 -0.46223 -0.33
H -5.34335 1.28309 -0.94178 0.33
H -4.96992 1.13107 0.79219 0.37
H -3.84832 -0.50176 -1.50372 0.66
H -2.29162 -1.03425 1.70480 0.21
H -2.93214 -2.87484 3.24683 0.37
H -5.01618 -4.13030 2.87220 0.48
H -6.45966 -3.57860 0.93734 0.41
H -5.82333 -1.76067 -0.59654 0.46
H -2.15210 4.34304 -1.04330 0.57
H 0.03097 5.44804 -1.57165 0.46
H 2.14283 4.10617 -1.38177 0.57
H 3.46282 -0.65299 0.95002 -0.59
H 4.75188 0.50289 -1.53378 0.28
H 5.10043 0.89994 0.16624 0.38
H 1.90743 -1.33275 -2.27944 0.30
H 2.17683 -3.47262 -3.45918 0.44
H 3.89984 -5.09090 -2.72853 0.43
H 5.36457 -4.54636 -0.81015 0.43
H 5.07671 -2.40815 0.39318 0.40
C -0.59415 -4.26980 -1.24987 -1.60
C -0.39838 -2.80000 -0.98712 0.77
O -0.65764 -1.96331 -1.87293 -0.61
N 0.11317 -2.31222 0.16834 0.79
Te 0.09182 -3.64636 1.88749 0.66
C -0.79167 -4.55741 3.71278 0.04
C -1.10816 -5.91676 3.62006 0.44
C -0.75923 -6.83871 2.47189 -1.88
C -1.76993 -6.51047 4.69966 -0.85
C -2.13497 -5.79973 5.82782 0.63
C -2.85245 -6.46116 6.97262 -1.55
C -1.82595 -4.44186 5.87537 -0.83
C -1.17032 -3.80594 4.83371 0.81
C -0.89004 -2.33133 4.93661 -0.61
C 1.71964 -2.66498 2.82402 0.99
C 1.70065 -1.32207 3.19488 0.47
C 0.50150 -0.41999 3.06958 -0.86
C 2.84699 -0.77189 3.77358 -1.34
C 3.99000 -1.51792 3.99888 0.67
C 5.20816 -0.91586 4.64470 -1.76
C 3.97910 -2.85894 3.62320 -0.92
C 2.86889 -3.45076 3.03995 1.07
C 2.94770 -4.90709 2.65809 -1.90
H -0.92037 -4.40822 -2.27669 0.42
H -1.34886 -4.68222 -0.57682 0.38
H 0.34020 -4.80747 -1.08095 0.33
H -0.38360 -6.32917 1.59016 0.14
H -1.63673 -7.41633 2.18026 0.51
H 0.00397 -7.55101 2.79226 0.36
H -1.99940 -7.56955 4.64046 0.38
H -2.94207 -7.53446 6.81522 0.37
H -3.85601 -6.04882 7.09015 0.33
H -2.32074 -6.29554 7.91033 0.36
H -2.10683 -3.86382 6.74950 0.41
H -1.26198 -1.93389 5.87954 0.35
H -1.37934 -1.78662 4.12445 0.00
H 0.18112 -2.13322 4.88024 0.20
H -0.29506 -0.86918 2.47640 -0.83
H 0.78551 0.52600 2.60910 0.54
H 0.10071 -0.18882 4.05936 0.50
H 2.82365 0.27132 4.07511 0.38
H 5.07058 0.14638 4.84065 0.39
H 6.08751 -1.03901 4.01050 0.37
H 5.42236 -1.41094 5.59280 0.37
H 4.86404 -3.46248 3.79378 0.40
H 3.91224 -5.32237 2.94551 0.49
H 2.82973 -5.03679 1.58059 0.32
H 2.16987 -5.49122 3.15499 0.25
```

---

> What is the net charge in the third record?

+1

---

> Number 2 is which compound?

C43H44FeN6O4